{"formula": "C7H35NO9", "method": "wB97M-V/def2-TZVPD", "e_tot_ev": -27739.3429, "homo_lumo_gap_ev": 9.36, "smiles": "CCCNCC(C)C.O.O.O.O.O.O.O.O.O", "elements": ["C", "C", "C", "N", "C", "C", "C", "C", "H", "H", "H", "H", "H", "H", "H", "H", "H", "H", "H", "H", "H", "H", "H", "H", "H", "O", "H", "H", "O", "H", "H", "O", "H", "H", "O", "H", "H", "O", "H", "H", "O", "H", "H", "O", "H", "H", "O", "H", "H", "O", "H", "H"], "coordinates": [[-1.8930, -2.6544, 2.3393], [-1.1924, -1.2912, 2.6838], [-1.8991, -0.2154, 1.7532], [-1.1452, -0.2448, 0.4520], [-1.6959, 0.7324, -0.5336], [-1.5897, 0.0584, -1.9043], [-2.7014, -1.0298, -1.9871], [-1.4888, 1.0031, -3.1937], [-1.8554, -3.5483, 3.0542], [-1.4405, -2.9368, 1.4648], [-2.9209, -2.5351, 2.1987], [-1.1563, -0.9635, 3.6494], [-0.1181, -1.2641, 2.4302], [-3.0138, -0.3802, 1.8101], [-1.6558, 0.9008, 2.0696], [-0.9501, -1.1534, 0.0783], [-0.9684, 1.5597, -0.6308], [-2.7587, 1.1300, -0.1802], [-0.5411, -0.3714, -2.0464], [-3.2337, -1.0202, -0.9452], [-2.2632, -2.0500, -1.8999], [-3.4046, -0.9469, -2.8224], [-2.2859, 1.7530, -3.1245], [-0.6217, 1.5147, -3.1306], [-1.3614, 0.3057, -3.9774], [1.3723, -1.8429, -3.1290], [2.0342, -1.2913, -2.7763], [0.9419, -2.0919, -2.3552], [4.5274, 0.6845, -1.2098], [3.8876, 0.2659, -0.5731], [4.2989, 0.8234, -2.1322], [2.4602, 2.9719, 1.2547], [2.9470, 3.5045, 0.5247], [1.8713, 3.6181, 1.5768], [-0.0562, 1.9889, 4.1176], [0.6222, 1.5072, 4.4303], [-0.6357, 2.5319, 4.4280], [0.4338, -4.3773, -1.0306], [-0.0866, -4.9939, -1.6022], [0.2250, -3.5289, -1.3873], [0.0253, 2.4649, 1.6589], [0.2027, 2.4531, 2.5886], [0.2002, 1.3717, 1.4921], [1.4949, 0.4920, 0.4132], [1.2715, 1.4425, 0.1183], [0.6868, 0.3338, 1.0015], [2.3131, 0.5911, -4.2129], [2.0024, -0.1241, -4.7786], [1.4596, 1.1587, -4.1152], [3.3316, 1.2430, 3.0963], [2.9662, 1.9296, 2.4257], [3.3575, 0.5211, 2.5679]], "nbo_charge": [-0.61, -0.41, -0.23, -0.68, -0.22, -0.23, -0.63, -0.60, 0.22, 0.20, 0.20, 0.21, 0.20, 0.18, 0.22, 0.37, 0.19, 0.20, 0.20, 0.21, 0.20, 0.22, 0.21, 0.19, 0.22, -0.93, 0.48, 0.45, -1.00, 0.50, 0.49, -0.94, 0.49, 0.49, -0.97, 0.52, 0.49, -0.92, 0.47, 0.45, -0.98, 0.48, 0.44, -0.95, 0.49, 0.45, -0.95, 0.48, 0.47, -0.98, 0.49, 0.45]}

{"formula": "C7H37NO11", "method": "wB97M-V/def2-TZVPD", "e_tot_ev": -31868.7679, "homo_lumo_gap_ev": 9.22, "smiles": "CCCN1CCCC1.O.O.O.O.O.O.O.O.O.O.O", "elements": ["C", "C", "C", "N", "C", "C", "C", "C", "H", "H", "H", "H", "H", "H", "H", "H", "H", "H", "H", "H", "H", "H", "H", "O", "H", "H", "O", "H", "H", "O", "H", "H", "O", "H", "H", "O", "H", "H", "O", "H", "H", "O", "H", "H", "O", "H", "H", "O", "H", "H", "O", "H", "H", "O", "H", "H"], "coordinates": [[-2.4108, -0.0203, 1.6104], [-1.3729, -1.1273, 1.3688], [-1.0110, -1.1230, -0.1756], [0.3020, -0.5005, -0.4362], [0.9527, -0.7161, -1.7662], [0.1071, 0.2013, -2.6964], [-0.1910, 1.4119, -1.8059], [0.2159, 0.9490, -0.3820], [-2.8436, -0.0803, 2.5817], [-2.0840, 0.9935, 1.5012], [-3.0617, 0.0790, 0.7445], [-0.6776, -1.2931, 2.1304], [-1.7347, -2.1772, 1.3744], [-1.1487, -2.1836, -0.5998], [-1.9764, -0.6966, -0.6924], [1.1076, -1.7522, -2.1755], [1.9178, -0.2798, -1.6522], [-0.8490, -0.2459, -3.0167], [0.6683, 0.5770, -3.5166], [-1.1853, 1.8537, -1.8432], [0.3775, 2.3508, -2.0156], [-0.4717, 1.2460, 0.4356], [1.1181, 1.5158, -0.1081], [-3.3546, 0.9887, -1.2309], [-4.1555, 1.5389, -0.9654], [-2.7345, 1.2233, -0.5515], [4.6055, -1.4955, 0.8299], [5.0543, -2.0948, 0.1498], [4.9023, -0.5936, 0.5127], [-3.0699, -2.4369, -1.7483], [-2.9749, -1.4962, -1.3743], [-3.0411, -2.2727, -2.6742], [1.0271, -2.4043, 4.2743], [1.1977, -1.6444, 3.6576], [1.7846, -2.5851, 4.8088], [-1.7342, -0.1796, -5.1867], [-1.6545, -1.1429, -5.2649], [-1.9860, -0.1109, -4.2666], [4.1581, 0.8401, 0.0518], [4.5778, 1.5206, -0.4089], [3.5234, 1.2357, 0.5522], [-1.6105, 3.1931, 2.6562], [-0.6183, 3.2074, 2.4400], [-1.5509, 2.4510, 3.3392], [-3.4788, 3.4396, 0.5037], [-3.1159, 3.1286, 1.3009], [-3.7188, 4.3366, 0.8912], [0.7526, 1.5841, 2.5887], [0.3432, 0.7213, 2.8041], [1.6473, 1.4522, 2.2874], [2.3004, -0.0743, 1.7194], [1.5933, -0.2248, 1.1222], [2.9917, -0.8065, 1.7195], [4.5468, -3.3202, -1.2017], [3.7149, -3.0246, -1.5464], [4.3286, -3.9360, -0.6542]], "nbo_charge": [-0.64, -0.45, -0.22, -0.49, -0.23, -0.41, -0.45, -0.26, 0.22, 0.20, 0.22, 0.21, 0.23, 0.24, 0.14, 0.21, 0.20, 0.18, 0.23, 0.23, 0.21, 0.23, 0.19, -0.96, 0.50, 0.47, -1.03, 0.50, 0.50, -0.94, 0.48, 0.46, -0.96, 0.48, 0.48, -0.92, 0.46, 0.46, -0.93, 0.47, 0.49, -0.98, 0.51, 0.48, -0.96, 0.48, 0.47, -0.99, 0.48, 0.51, -1.05, 0.51, 0.53, -0.91, 0.47, 0.46]}

{"formula": "C7H38NO11", "method": "wB97M-V/def2-TZVPD", "e_tot_ev": -31881.4061, "charge": 1, "homo_lumo_gap_ev": 8.57, "elements": ["C", "C", "C", "C", "C", "C", "C", "N", "H", "H", "H", "H", "H", "H", "H", "H", "H", "H", "H", "H", "H", "H", "H", "H", "H", "H", "O", "H", "H", "O", "H", "H", "O", "H", "H", "O", "H", "H", "O", "H", "H", "O", "H", "H", "O", "H", "H", "O", "H", "H", "O", "H", "H", "O", "H", "H", "O"], "coordinates": [[0.5795, -0.3658, -1.5421], [2.0873, -0.2149, -1.3740], [2.6585, 0.9305, -2.2025], [2.2570, 2.3470, -1.7314], [2.3893, 2.4331, -0.2345], [3.3150, 1.8293, 0.5139], [3.5117, 2.2129, 1.9499], [-0.1805, 0.6627, -0.6423], [0.2852, -0.1224, -2.5779], [0.3096, -1.3917, -1.3070], [2.3784, -0.2320, -0.3400], [2.3743, -1.1588, -1.8904], [2.5086, 0.7285, -3.3307], [3.7400, 0.9768, -2.2584], [1.1933, 2.5752, -2.0512], [2.8754, 3.1435, -2.2013], [1.8103, 3.2564, 0.1910], [4.1060, 1.2389, 0.0855], [4.2652, 1.6067, 2.4886], [3.8242, 3.2295, 2.1239], [2.6145, 2.0546, 2.4924], [-0.3285, 1.4167, -1.2847], [-1.0774, 0.1815, -0.3664], [0.4406, 0.8428, 0.1576], [-2.2942, -1.4878, -3.7361], [-3.1697, -0.4502, -3.5957], [-2.3769, -0.7651, -3.0673], [-3.8727, -3.2953, 0.4369], [-2.9066, -2.2595, 0.7074], [-3.5266, -2.4945, 0.0046], [-1.8855, -3.3105, -1.9778], [-1.0539, -4.0856, -1.0598], [-1.1531, -3.9403, -2.0274], [-1.0596, 1.4670, -3.5185], [-0.1658, 2.4429, -4.2361], [-0.2151, 1.9416, -3.4124], [-3.2149, -0.9451, 3.8066], [-2.4662, 0.4831, 3.7958], [-3.1464, -0.0715, 3.4071], [2.4982, -0.8095, 2.3840], [0.8977, -0.7969, 2.3378], [1.7470, -0.5014, 1.8706], [0.0176, -2.8412, 2.8314], [-0.6184, -2.2647, 1.4830], [-0.2953, -2.0565, 2.3623], [1.0048, 0.9901, 4.9937], [0.3132, 2.2320, 4.2743], [0.5008, 1.2905, 4.2302], [-1.1225, 3.8574, 0.1254], [-0.8686, 3.2449, -1.2591], [-0.4389, 3.4388, -0.4188], [-4.2618, -0.4086, 0.1882], [-3.8360, 0.4631, 1.3279], [-3.4950, 0.0856, 0.4994], [-1.0989, -4.9331, 1.0240], [0.2900, -5.1010, 0.3508], [-0.4287, -4.4721, 0.4899]], "nbo_charge": [-0.22, -0.45, -0.42, -0.46, -0.24, -0.16, -0.66, -0.72, 0.23, 0.23, 0.26, 0.23, 0.21, 0.22, 0.21, 0.23, 0.22, 0.20, 0.21, 0.22, 0.23, 0.45, 0.46, 0.47, 0.48, 0.47, -0.95, 0.47, 0.47, -0.94, 0.46, 0.48, -0.97, 0.49, 0.50, -0.97, 0.49, 0.49, -0.98, 0.48, 0.51, -1.01, 0.50, 0.49, -0.96, 0.48, 0.48, -0.96, 0.49, 0.47, -0.95, 0.49, 0.49, -0.98, 0.49, 0.50, -0.96]}

{"formula": "C7H38O14", "method": "wB97M-V/def2-TZVPD", "e_tot_ev": -36539.6192, "homo_lumo_gap_ev": 8.90, "elements": ["O", "C", "C", "C", "C", "C", "C", "C", "H", "H", "H", "H", "H", "H", "H", "H", "H", "H", "H", "H", "H", "H", "O", "H", "H", "O", "H", "H", "O", "H", "H", "O", "H", "H", "O", "H", "H", "O", "H", "H", "O", "H", "H", "O", "H", "H", "O", "H", "H", "O", "H", "H", "O", "H", "H", "O", "H", "H", "O"], "coordinates": [[-0.7327, 1.6943, 1.0543], [-0.5823, 0.5499, 1.4082], [0.3908, -0.4153, 0.6791], [0.5136, 0.0457, -0.7605], [1.5231, -0.8744, -1.4469], [0.9937, -1.9360, -2.0615], [1.7806, -3.0805, -2.6333], [2.9677, -0.4400, -1.4135], [-1.2983, 0.0368, 2.0587], [1.3515, -0.4668, 1.2318], [-0.0032, -1.4157, 0.8843], [0.9210, 1.0627, -0.9510], [-0.4291, 0.1850, -1.3014], [-0.0699, -1.9382, -2.2465], [1.9245, -2.9589, -3.7269], [2.8402, -3.0929, -2.3467], [1.3663, -4.0471, -2.4487], [3.5569, -1.3524, -1.2558], [3.0724, 0.0950, -2.3533], [3.3879, 0.2157, -0.6466], [-0.9696, 3.5924, 1.4830], [0.5236, 3.6825, 1.5485], [-0.2617, 4.2055, 1.2669], [3.5762, -1.9222, 2.3866], [3.0203, -0.8840, 3.4001], [2.8585, -1.3056, 2.5541], [-2.6138, 3.5139, -0.6101], [-1.9280, 2.1361, -0.3898], [-2.6676, 2.5844, -0.8428], [-1.8015, -3.1636, 0.9586], [-1.5382, -4.5506, 0.4724], [-1.6537, -4.0591, 1.2629], [0.6191, 2.8947, -0.4650], [0.0926, 3.8959, -1.3622], [0.1724, 2.9287, -1.3224], [-3.2285, -1.0487, 1.6057], [-3.8312, -2.3634, 1.9644], [-3.1372, -1.7749, 2.2511], [1.2139, -0.4811, 4.2673], [-0.0896, -1.0682, 3.7546], [0.3331, -0.2101, 4.0060], [1.2277, 1.6085, 3.0051], [0.3905, 2.6238, 3.8085], [0.8379, 2.4867, 2.9698], [2.6530, 2.2845, -3.4145], [1.5822, 2.9054, -2.4002], [2.5000, 2.9254, -2.7258], [-0.5216, 1.8540, -3.1882], [-1.5521, 2.4532, -2.2528], [-1.4650, 2.0041, -3.1213], [-2.1907, 0.4445, -2.9229], [-1.9313, -0.7740, -3.9091], [-2.4778, -0.4591, -3.1927], [-3.6293, 0.3176, 0.0521], [-2.9528, -0.6065, -0.9578], [-2.8420, -0.2095, -0.0799], [-1.3350, -2.6237, 3.0085], [-0.0764, -2.9954, 2.2777], [-0.3811, -2.7087, 3.1297]], "nbo_charge": [-0.65, 0.53, -0.53, -0.46, 0.05, -0.23, -0.65, -0.67, 0.12, 0.27, 0.21, 0.22, 0.23, 0.20, 0.21, 0.21, 0.21, 0.22, 0.23, 0.23, 0.48, 0.49, -0.98, 0.48, 0.47, -0.94, 0.48, 0.51, -0.97, 0.48, 0.47, -0.95, 0.51, 0.50, -0.97, 0.50, 0.48, -0.98, 0.46, 0.51, -0.98, 0.49, 0.49, -0.96, 0.47, 0.49, -0.98, 0.47, 0.51, -0.97, 0.51, 0.47, -1.01, 0.49, 0.51, -0.98, 0.50, 0.49, -0.96]}